{"formula": "C20H60N7O11", "method": "wB97M-V/def2-TZVPD", "symbols": ["C", "C", "C", "O", "C", "N", "H", "H", "H", "H", "H", "H", "H", "H", "H", "H", "H", "H", "C", "C", "C", "O", "C", "N", "H", "H", "H", "H", "H", "H", "H", "H", "H", "H", "H", "H", "C", "C", "C", "O", "C", "N", "H", "H", "H", "H", "H", "H", "H", "H", "H", "H", "H", "H", "C", "C", "C", "O", "C", "N", "H", "H", "H", "H", "H", "H", "H", "H", "H", "H", "H", "H", "C", "C", "C", "O", "C", "N", "H", "H", "H", "H", "H", "H", "H", "H", "H", "H", "H", "H", "N", "O", "O", "O", "N", "O", "O", "O"], "positions_angstrom": [[0.15232, 15.12015, 1.97098], [-0.61958, 14.73503, 3.23075], [0.25612, 13.96434, 4.27858], [0.65275, 14.79555, 5.32519], [0.83241, 14.04869, 6.45543], [-1.29838, 16.03784, 3.77999], [-1.94096, 16.17338, 3.01264], [-1.84444, 15.87642, 4.61418], [-0.66015, 16.81304, 3.88877], [0.96531, 15.80120, 2.22262], [-0.50746, 15.63745, 1.27442], [0.46919, 14.25855, 1.38332], [-1.42513, 14.03914, 2.99636], [1.12356, 13.55342, 3.76205], [-0.28156, 13.04584, 4.51392], [1.77594, 13.50292, 6.45089], [-0.04359, 13.45656, 6.72018], [0.87782, 14.70817, 7.32209], [-4.71718, 13.48761, 1.53487], [-6.03093, 14.09775, 2.02926], [-6.51301, 13.56125, 3.47586], [-7.65464, 14.23346, 3.99911], [-8.04184, 13.89397, 5.29547], [-5.82323, 15.61482, 2.15301], [-4.99583, 16.10837, 1.84980], [-6.58710, 16.14470, 1.75829], [-5.84807, 15.78466, 3.14832], [-4.62411, 12.40374, 1.60321], [-3.94372, 13.77042, 2.24894], [-4.37575, 13.66009, 0.51420], [-6.89487, 13.96147, 1.37876], [-5.75465, 13.73336, 4.23964], [-6.77011, 12.50757, 3.36757], [-9.00175, 14.31043, 5.60083], [-7.26483, 14.19601, 5.99770], [-8.07048, 12.81845, 5.47027], [-3.60559, 20.29037, 3.41099], [-2.84868, 21.40151, 2.61061], [-1.98174, 22.33712, 3.46635], [-1.16996, 23.13476, 2.60472], [0.02202, 23.70413, 3.14764], [-1.99574, 20.55226, 1.55955], [-1.50499, 21.17422, 0.93310], [-1.43095, 19.87426, 2.05090], [-2.59391, 19.93851, 1.02512], [-4.42898, 19.80685, 2.88532], [-4.04060, 20.78730, 4.27813], [-2.92640, 19.48322, 3.68543], [-3.49952, 21.94918, 1.92902], [-1.29821, 21.73869, 4.06866], [-2.50837, 23.02536, 4.12747], [-0.04249, 24.13742, 4.14574], [0.28770, 24.48979, 2.44037], [0.81903, 22.96278, 3.09034], [-4.78218, 16.14131, -2.04882], [-5.45358, 17.43996, -2.59762], [-6.65561, 17.23357, -3.54028], [-7.34083, 18.45253, -3.89103], [-6.55339, 19.47241, -4.54494], [-5.94303, 18.20778, -1.41835], [-6.31259, 19.06348, -1.80730], [-6.65452, 17.74246, -0.87305], [-5.15971, 18.27334, -0.78414], [-5.58218, 15.55066, -1.60248], [-4.02987, 16.37484, -1.29543], [-4.25983, 15.54065, -2.79345], [-4.74091, 18.14992, -3.01733], [-7.26099, 16.49718, -3.01175], [-6.26519, 16.69842, -4.40590], [-5.87847, 18.93770, -5.21328], [-6.09603, 20.25804, -3.94352], [-7.05619, 20.02855, -5.33614], [-0.88985, 16.39438, -2.38938], [-0.19701, 17.63826, -2.97057], [-1.01020, 18.48419, -4.04169], [-0.45614, 19.72647, -4.48314], [0.71428, 19.52667, -5.28475], [-0.01193, 18.58679, -1.73414], [-0.93163, 18.80033, -1.37544], [0.32539, 18.05601, -0.94383], [0.59190, 19.38667, -1.85936], [-1.04642, 15.65546, -3.17525], [-1.86411, 16.47169, -1.90673], [-0.36049, 15.74979, -1.68768], [0.79989, 17.39807, -3.34016], [-1.99580, 18.75042, -3.65986], [-1.28260, 17.97057, -4.96368], [0.49884, 19.07938, -6.25511], [1.54452, 19.06832, -4.74743], [1.06871, 20.54393, -5.45109], [-3.07903, 20.78272, -2.07299], [-3.78451, 20.85718, -3.05245], [-2.80462, 19.71146, -1.54557], [-2.54095, 21.77280, -1.60810], [-2.93463, 17.41165, 0.85142], [-3.01958, 16.24212, 1.19222], [-3.93395, 18.06537, 0.92315], [-1.87224, 17.87506, 0.53230]], "atomic_forces_ev_per_a": [[-0.824, 0.545, -0.111], [1.228, -0.561, 0.314], [-0.017, 0.387, -1.358], [-1.302, 0.673, -1.840], [0.511, -0.261, 3.226], [0.217, -2.043, -0.846], [-0.492, 0.796, -0.470], [0.201, -0.060, 0.649], [0.391, 0.075, 0.240], [0.324, -0.315, -0.061], [-0.180, 0.250, 0.021], [0.376, -0.133, 0.565], [-0.344, 0.476, -0.162], [0.305, 0.265, -0.319], [-0.331, 0.230, 0.993], [-0.199, -0.411, -0.144], [0.080, -0.612, -0.461], [0.345, 0.368, -0.162], [0.371, -0.781, 0.794], [-0.447, -0.703, 0.918], [-0.469, 0.562, -0.054], [0.118, 1.049, -2.705], [0.750, -1.027, 1.614], [-0.919, 0.137, 0.816], [1.207, -0.633, -0.839], [-0.643, -0.047, 0.085], [-0.439, 0.323, 0.667], [-0.910, -0.189, 0.159], [0.265, 0.447, -0.150], [-0.406, 0.716, 0.052], [0.233, 0.031, -0.224], [0.823, -0.450, -0.160], [0.462, -0.205, -0.085], [0.174, 0.220, -0.573], [0.041, 0.513, 0.257], [-0.359, -0.287, -0.456], [0.032, 1.230, -0.274], [-0.431, -1.411, -0.464], [1.789, 0.213, -0.804], [-1.074, -0.615, -0.406], [0.481, 0.080, -0.688], [-0.863, 1.049, 1.418], [0.699, 0.240, 0.021], [0.919, 0.318, 0.151], [-0.724, -0.010, -0.443], [0.069, 0.353, -0.358], [0.147, -0.351, 0.251], [0.197, 0.186, 0.450], [-0.123, 0.200, 0.322], [-0.087, -0.348, 0.426], [-0.749, -0.469, 0.022], [-0.405, -0.176, 0.019], [-0.026, 0.073, 0.206], [0.109, -0.105, 0.359], [-0.575, 0.838, -0.515], [0.421, -0.679, -0.341], [1.111, 0.537, -0.290], [0.223, -0.280, 1.227], [0.327, -1.044, -1.648], [0.130, -0.529, 0.073], [-0.318, 0.780, 0.337], [-0.752, -0.253, -0.219], [0.483, 0.951, 0.480], [0.127, -0.322, 0.075], [-0.111, 0.112, 0.157], [-0.352, 0.141, -0.236], [0.211, -0.293, -0.309], [-0.986, 0.485, -0.236], [-0.067, 0.154, -0.372], [0.945, 0.102, 0.413], [0.143, -0.473, 0.589], [-1.242, -0.171, 0.530], [-0.332, -1.121, -0.806], [-0.753, 0.850, 0.367], [-0.377, 0.495, -0.446], [0.322, -1.419, 1.378], [0.393, 1.566, -0.101], [-0.032, -1.333, -0.285], [-0.608, 0.840, -0.325], [0.827, -0.512, 0.108], [-0.009, 0.530, -0.415], [-0.080, 0.260, -0.477], [-0.117, 0.921, -0.240], [0.902, 0.667, 0.197], [-0.057, 0.040, 0.129], [0.032, -0.066, 0.556], [0.521, -1.052, 0.195], [-0.058, -0.304, 0.194], [-0.181, -0.555, 0.009], [-0.021, -0.046, -0.330], [-0.019, -0.703, -1.277], [-0.027, 0.356, 0.350], [-0.237, -0.574, 0.595], [0.177, 1.195, 0.319], [0.441, -1.898, 0.917], [0.233, -2.734, 0.766], [-3.461, 3.224, -0.458], [2.701, 1.515, -1.032]], "spin_multiplicity": 2, "homo_ev": [-18.63, -18.63], "total_charge": 4, "max_force_ha_per_bohr": 0.092, "lumo_energy_ha": [-0.3889, -0.5448]}

=====

{"formula": "C20H60O10", "method": "wB97M-V/def2-TZVPD", "symbols": ["C", "C", "O", "H", "H", "H", "H", "H", "H", "C", "C", "O", "H", "H", "H", "H", "H", "H", "C", "C", "O", "H", "H", "H", "H", "H", "H", "C", "C", "O", "H", "H", "H", "H", "H", "H", "C", "C", "O", "H", "H", "H", "H", "H", "H", "C", "C", "O", "H", "H", "H", "H", "H", "H", "C", "C", "O", "H", "H", "H", "H", "H", "H", "C", "C", "O", "H", "H", "H", "H", "H", "H", "C", "C", "O", "H", "H", "H", "H", "H", "H", "C", "C", "O", "H", "H", "H", "H", "H", "H"], "positions_angstrom": [[-0.48534, -3.75215, 3.63487], [-1.26183, -2.82605, 4.64922], [-1.51727, -1.56977, 4.07537], [-0.27224, -4.66354, 4.19349], [0.54176, -3.44511, 3.43768], [-0.89692, -4.05481, 2.67201], [-0.83884, -2.66951, 5.64152], [-2.20227, -3.32437, 4.88449], [-2.06952, -1.05575, 4.66901], [-3.42320, -2.46995, -3.68042], [-2.57589, -2.57364, -2.42033], [-1.88348, -3.79526, -2.53421], [-2.81224, -2.29011, -4.56500], [-4.30978, -1.83895, -3.61777], [-3.86846, -3.42303, -3.96589], [-3.18156, -2.61275, -1.51494], [-1.91052, -1.72111, -2.28400], [-1.42124, -3.76495, -1.69337], [3.43947, -0.46614, 1.25038], [4.73621, -0.30502, 2.01563], [4.56611, 0.77351, 2.90604], [3.47356, -1.42996, 0.74245], [3.39921, 0.31591, 0.49216], [2.54727, -0.37778, 1.87028], [5.47644, 0.03226, 1.29010], [5.10277, -1.28657, 2.31613], [4.22117, 1.41930, 2.28510], [1.42670, -4.92900, 0.33321], [1.04795, -3.69893, -0.54976], [-0.20843, -3.17344, -0.38817], [1.04119, -4.84537, 1.34932], [2.48181, -5.20236, 0.34416], [0.95366, -5.76118, -0.18815], [0.92368, -4.00972, -1.58709], [1.83981, -2.95148, -0.50104], [-0.28018, -2.59908, 0.37771], [0.63145, 2.32447, 4.10735], [0.62199, 2.65806, 5.60612], [0.30159, 1.55770, 6.36743], [-0.34843, 1.99112, 3.76556], [1.44684, 1.69721, 3.74712], [0.69059, 3.30565, 3.63630], [-0.20097, 3.35356, 5.77073], [1.49921, 3.19610, 5.96543], [-0.02893, 1.83869, 7.22382], [-0.60286, 0.89731, -5.60201], [-1.48289, 1.11025, -4.31820], [-1.03062, 2.19464, -3.55102], [0.46800, 0.80776, -5.41942], [-0.71640, 1.61392, -6.41544], [-0.96157, -0.07869, -5.92887], [-1.63397, 0.26906, -3.64168], [-2.47597, 1.49564, -4.54921], [-0.09643, 2.04588, -3.38746], [0.34895, 3.53515, 0.87817], [0.23754, 3.90870, -0.63846], [1.45872, 4.25347, -1.02190], [-0.54495, 3.07578, 1.30008], [0.65040, 4.45818, 1.37338], [1.17888, 2.83936, 1.00148], [-0.39536, 4.77942, -0.80990], [-0.22332, 3.09677, -1.20103], [1.39319, 5.16617, -1.31221], [0.02395, 0.07064, -0.20903], [-0.75169, -0.29100, 1.08177], [-0.26325, -1.50710, 1.60854], [-0.04375, 1.08083, -0.61279], [-0.41233, -0.50313, -1.02668], [1.06818, -0.23993, -0.17382], [-1.79940, -0.46705, 0.83802], [-0.72541, 0.46297, 1.86850], [-0.58379, -1.68855, 2.49506], [3.53797, 1.80018, -4.35644], [2.91349, 1.37976, -3.02717], [1.56178, 1.81712, -2.78382], [3.12673, 1.51246, -5.32402], [4.59317, 1.53739, -4.28169], [3.60441, 2.88594, -4.42586], [3.49133, 1.64220, -2.14099], [2.84823, 0.29650, -3.12913], [1.62683, 2.72132, -2.46793], [-4.82898, 0.75219, 0.13306], [-3.59335, 1.54781, -0.33024], [-2.95076, 0.79902, -1.35031], [-5.44807, 0.76810, -0.76392], [-5.32142, 1.32613, 0.91804], [-4.56935, -0.24286, 0.49441], [-2.87180, 1.59921, 0.48512], [-3.91689, 2.55172, -0.60516], [-2.29985, 1.34287, -1.79992]], "atomic_forces_ev_per_a": [[0.878, -0.003, 1.829], [-0.363, -1.245, -0.847], [-0.089, 0.531, -0.473], [-0.376, -0.332, 0.025], [-0.047, 0.719, -0.066], [-0.721, 0.490, 0.280], [0.979, -0.365, -0.216], [-0.320, -0.165, -0.253], [0.054, 0.142, -0.042], [-0.461, -0.350, -0.366], [-1.122, -0.197, -0.801], [0.335, 0.185, 0.246], [0.078, 0.690, 0.086], [0.440, 0.634, 0.026], [0.118, -0.483, 0.614], [-0.416, 0.159, 0.056], [0.192, 0.110, -0.235], [0.840, -0.688, 0.330], [0.218, -0.414, -0.501], [-0.226, 0.206, -1.797], [0.373, -0.324, 0.925], [-0.420, -0.008, -0.181], [-0.245, 0.051, -0.166], [0.102, -0.270, 0.139], [0.383, -0.270, -0.259], [-0.118, 0.445, 1.401], [-0.095, 0.603, 0.448], [-0.854, 0.088, -0.999], [1.263, -0.930, -0.712], [-1.515, -0.079, 0.317], [0.072, 0.022, -0.036], [0.136, 0.531, 0.028], [-0.264, -0.319, 0.514], [1.134, -0.412, -0.202], [-0.006, 0.350, 0.066], [0.074, 0.341, 0.830], [-0.062, 1.170, 0.465], [-0.952, 1.023, -0.922], [0.067, -1.913, 0.928], [0.079, -0.571, 0.276], [-0.123, -0.104, 0.212], [0.458, 0.046, -0.288], [-0.102, 0.585, -0.384], [0.529, -0.287, -0.233], [0.098, -0.011, 0.011], [-1.083, -1.088, 0.960], [0.028, 1.442, -0.878], [0.303, 0.860, 0.847], [-0.062, -0.024, 0.452], [-0.411, 0.189, 0.344], [0.287, -0.113, -0.609], [0.397, -0.671, -0.545], [-0.261, -0.731, -0.720], [0.471, -0.079, 0.159], [-0.155, 0.350, -1.101], [-3.668, -1.027, 2.788], [3.921, 1.096, -2.135], [-0.056, 0.254, 0.035], [-0.275, -0.086, 0.390], [-0.027, -0.153, -0.134], [-0.712, -0.160, 0.427], [0.239, -0.197, -0.243], [0.640, -0.094, -0.186], [-0.476, -0.747, -0.238], [-0.309, 0.445, -0.336], [1.166, -0.380, -0.463], [-0.022, 0.192, 0.756], [0.012, -0.305, 0.028], [0.040, 0.208, 0.312], [-0.195, 0.360, -0.214], [0.243, 0.301, -0.088], [-0.424, 0.505, 0.206], [0.818, 1.698, 0.638], [-1.056, -0.970, -0.963], [0.665, -0.105, -0.360], [-0.332, -0.672, 0.484], [0.058, -0.457, -0.311], [-0.208, 0.323, 0.114], [0.398, 0.024, -0.298], [-0.075, -0.151, 0.653], [0.018, 0.453, 0.272], [0.724, 1.140, -0.629], [0.158, -1.164, 0.950], [-0.548, 0.046, -0.357], [-0.417, -0.636, 0.259], [-0.123, -0.135, 0.062], [-0.108, 0.028, -0.246], [-0.013, 0.476, 0.381], [0.193, 0.069, -0.361], [0.228, 0.304, -0.180]], "spin_multiplicity": 1, "homo_ev": -9.10, "max_force_ha_per_bohr": 0.092, "smiles": "CCO.CCO.CCO.CCO.CCO.CCO.CCO.CCO.CCO.CCO", "lumo_energy_ha": 0.0140, "de_lowest_kcal_mol": 72.9}